Here is C25H54F3N8O12Y as an isolated structure in a non-equilibrium geometry from the OMol25 dataset. Energies are from the ωB97M-V functional and the def2-TZVPD basis.

Last column: Löwdin charge in e.
Element x y z (Å)
Y: -1.25 0.63 -3.08  1.959
N: 0.13 -0.33 0.02  -0.573
O: -0.09 -0.15 -1.17  -0.113
O: -0.73 -0.54 0.79  0.021
O: 1.25 -0.30 0.52  0.006
C: 1.69 -3.37 2.44  0.003
C: 2.99 -3.40 1.62  -0.527
O: 3.73 -4.35 1.69  0.089
N: 3.29 -2.29 0.85  -0.033
C: 4.54 -2.02 0.28  -0.085
H: 1.24 -2.38 2.36  0.042
H: 1.86 -3.55 3.50  0.091
H: 1.06 -4.20 2.13  0.072
H: 2.51 -1.71 0.56  0.063
H: 4.41 -1.32 -0.54  0.074
H: 4.88 -2.96 -0.15  0.093
H: 5.23 -1.69 1.05  0.099
C: 3.16 1.56 -1.86  0.036
C: 2.19 1.90 -3.00  -0.435
O: 1.10 1.27 -3.15  -0.142
N: 2.54 2.99 -3.68  0.043
C: 1.76 3.69 -4.68  -0.036
H: 2.98 0.58 -1.41  0.056
H: 2.83 2.18 -1.02  0.093
H: 4.19 1.70 -2.19  0.101
H: 3.47 3.35 -3.53  0.155
H: 0.70 3.90 -4.59  0.084
H: 1.86 3.21 -5.66  0.097
H: 2.33 4.63 -4.70  0.103
C: -4.81 2.24 -0.39  0.049
C: -3.87 1.10 -0.64  -0.510
O: -3.12 1.21 -1.58  -0.074
N: -3.78 -0.01 0.11  0.045
C: -4.26 -0.06 1.44  -0.071
H: -4.17 3.08 -0.12  0.102
H: -5.40 2.15 0.52  0.082
H: -5.57 2.28 -1.16  0.115
H: -2.93 -0.52 -0.07  0.104
H: -3.46 0.33 2.06  0.100
H: -4.40 -1.12 1.66  0.079
H: -5.32 0.11 1.60  0.115
C: -1.23 -3.57 -1.75  0.011
C: -2.33 -2.68 -2.04  -0.442
O: -2.13 -1.48 -2.46  -0.144
N: -3.49 -3.37 -2.08  0.051
C: -4.72 -2.82 -2.59  -0.033
H: -0.30 -3.07 -1.49  0.084
H: -0.98 -4.29 -2.52  0.118
H: -1.38 -4.26 -0.92  0.098
H: -3.59 -4.27 -1.63  0.162
H: -4.73 -3.03 -3.66  0.104
H: -4.79 -1.75 -2.40  0.083
H: -5.61 -3.33 -2.21  0.105
C: 0.19 -2.87 -5.82  0.032
C: 0.60 -2.21 -4.59  -0.548
O: 0.09 -1.15 -4.16  -0.097
N: 1.68 -2.64 -4.08  0.046
C: 2.45 -2.14 -3.01  -0.024
H: -0.88 -2.80 -6.00  0.101
H: 0.61 -3.87 -5.93  0.108
H: 0.46 -2.29 -6.71  0.115
H: 2.11 -3.40 -4.58  0.166
H: 2.96 -1.23 -3.33  0.105
H: 3.17 -2.88 -2.65  0.109
H: 1.78 -2.02 -2.16  0.077
C: -1.14 -0.65 4.91  0.079
C: -1.81 -1.86 4.36  -0.385
O: -2.44 -2.59 5.15  0.381
N: -1.73 -2.02 3.05  0.072
C: -2.16 -3.17 2.28  -0.005
H: -0.89 -0.66 5.96  0.128
H: -1.84 0.18 4.78  0.122
H: -0.31 -0.37 4.26  0.100
H: -1.25 -1.36 2.45  0.097
H: -1.26 -3.64 1.90  0.087
H: -2.87 -2.83 1.52  0.079
H: -2.71 -3.83 2.94  0.110
C: -0.16 3.03 0.74  0.044
C: -0.59 3.44 -0.65  -0.543
O: -0.61 2.64 -1.57  -0.064
N: -0.74 4.73 -0.87  0.065
C: -0.95 5.73 0.20  -0.028
H: 0.43 3.76 1.28  0.093
H: 0.40 2.10 0.62  0.061
H: -1.12 2.75 1.16  0.105
H: -1.06 4.94 -1.80  0.154
H: -0.67 6.72 -0.17  0.104
H: -0.41 5.59 1.14  0.081
H: -1.96 5.67 0.59  0.094
C: 3.31 0.25 3.56  -0.028
C: 2.65 1.52 2.93  -0.121
O: 2.69 2.61 3.96  0.053
C: 1.65 2.99 4.64  -0.374
O: 0.58 2.35 4.79  0.081
C: 1.77 4.37 5.29  -0.495
F: 1.84 4.27 6.66  0.145
F: 2.95 4.88 4.88  0.166
F: 0.69 5.12 5.03  0.173
H: 4.19 0.49 4.15  0.091
H: 3.48 -0.61 2.90  0.058
H: 2.62 -0.06 4.35  0.068
H: 1.61 1.38 2.63  0.080
H: 3.16 1.69 1.98  0.113

Output
Calculated total energy: -72462.8026 eV
⟨S²⟩: 0.75
Spin multiplicity: 2
HOMO energy (alpha / beta): -15.161 / -15.161 eV
Net charge: +3
Max |F|: 6.748 eV/A
LUMO energy (alpha / beta): -8.49 / -11.64 eV

Here is a 5-piece molecular cluster, C25H55BF4N4O8Si overall in a non-equilibrium geometry from the OMol25 dataset. Energies are from the ωB97M-V functional and the def2-TZVPD basis.

Last column: Löwdin charge in e.
Element x y z (Å)
C: -3.85 3.71 -5.44  -0.061
C: -3.08 5.01 -5.37  -0.255
O: -1.87 5.06 -6.12  -0.133
C: -0.94 4.05 -5.82  -0.186
C: -0.46 4.02 -4.35  -0.197
O: -0.96 2.83 -3.74  -0.173
Si: -0.55 2.57 -2.14  0.623
O: -1.61 3.22 -1.05  -0.170
C: -2.01 4.57 -1.34  -0.218
C: -2.66 5.24 -0.15  -0.318
C: -2.90 6.72 -0.58  -0.051
C: -4.00 4.64 0.24  -0.392
C: -3.96 3.15 0.57  -0.070
C: -4.59 5.37 1.47  -0.065
B: 1.31 3.04 -1.64  -0.442
C: 1.64 3.16 -0.09  -0.024
O: 2.34 3.24 -2.54  0.070
C: -0.72 0.65 -1.90  -0.445
F: -1.45 0.33 -0.82  0.091
F: 0.55 0.15 -1.73  0.043
C: -1.26 -0.04 -3.15  -0.380
F: -1.15 -1.37 -3.02  0.088
F: -2.52 0.30 -3.39  0.114
H: -4.62 3.76 -4.67  0.080
H: -3.26 2.83 -5.22  0.058
H: -4.38 3.61 -6.38  0.075
H: -2.89 5.32 -4.34  0.092
H: -3.71 5.78 -5.81  0.117
H: -0.08 4.24 -6.45  0.124
H: -1.28 3.05 -6.09  0.119
H: -0.80 4.94 -3.88  0.112
H: 0.63 4.06 -4.39  0.113
H: -2.69 4.55 -2.19  0.121
H: -1.11 5.15 -1.57  0.121
H: -1.99 5.24 0.71  0.151
H: -2.66 6.82 -1.63  0.068
H: -2.28 7.42 -0.04  0.078
H: -3.94 6.99 -0.49  0.074
H: -4.70 4.80 -0.58  0.133
H: -3.72 2.55 -0.30  0.070
H: -4.96 2.86 0.88  0.083
H: -3.32 2.93 1.42  0.050
H: -4.10 6.31 1.69  0.069
H: -4.45 4.72 2.34  0.073
H: -5.67 5.50 1.38  0.076
H: 1.36 2.21 0.37  0.074
H: 2.71 3.28 0.08  0.057
H: 1.11 3.97 0.39  0.067
H: 2.79 4.09 -2.39  0.118
H: -0.62 0.25 -3.98  0.158
C: -3.17 0.63 4.66  -0.011
C: -2.45 0.73 3.34  -0.542
O: -2.24 1.81 2.80  0.004
N: -2.04 -0.42 2.76  0.022
C: -2.19 -1.78 3.24  -0.065
H: -3.44 1.63 4.99  0.079
H: -4.09 0.05 4.55  0.082
H: -2.53 0.17 5.42  0.083
H: -1.56 -0.27 1.88  0.129
H: -1.20 -2.25 3.36  0.047
H: -2.76 -2.35 2.50  0.085
H: -2.71 -1.81 4.19  0.074
C: 0.93 -4.81 1.95  -0.002
C: 0.27 -4.76 3.31  -0.531
O: -0.06 -3.71 3.83  -0.004
N: 0.06 -5.94 3.95  0.013
C: 0.38 -7.28 3.49  -0.070
H: 1.03 -3.80 1.58  0.082
H: 1.92 -5.26 2.02  0.087
H: 0.32 -5.38 1.25  0.087
H: -0.38 -5.83 4.85  0.139
H: -0.54 -7.87 3.44  0.085
H: 1.05 -7.75 4.20  0.055
H: 0.85 -7.28 2.52  0.074
C: 4.68 -10.77 3.90  -0.010
C: 3.41 -10.04 4.24  -0.544
O: 2.93 -9.19 3.51  0.027
N: 2.79 -10.37 5.41  0.007
C: 3.21 -11.35 6.40  -0.074
H: 5.04 -10.40 2.94  0.083
H: 5.44 -10.59 4.65  0.085
H: 4.50 -11.84 3.81  0.085
H: 1.95 -9.85 5.58  0.134
H: 2.43 -12.10 6.52  0.084
H: 3.36 -10.85 7.36  0.084
H: 4.13 -11.84 6.10  0.072
C: 7.22 1.01 -4.18  -0.014
C: 6.03 1.94 -4.02  -0.554
O: 5.69 2.71 -4.89  0.030
N: 5.35 1.88 -2.84  0.011
C: 5.60 1.03 -1.69  -0.073
H: 7.65 1.18 -5.16  0.081
H: 7.97 1.22 -3.42  0.082
H: 6.90 -0.03 -4.11  0.083
H: 4.57 2.52 -2.80  0.105
H: 4.72 0.41 -1.50  0.083
H: 5.79 1.65 -0.82  0.082
H: 6.46 0.39 -1.86  0.070

Output
Calculated total energy: -68585.1367 eV
HOMO energy: -8.719 eV
Structure (SMILES): CCOCCO[Si@](OC[C@@H](C)C(C)C)(B(C)O)C(F)(F)C(F)F.CNC(C)=O.CNC(C)=O.CNC(C)=O.CNC(C)=O
Max |F|: 1.452 eV/A
LUMO energy: 0.38 eV

Here is a 4-piece molecular cluster, C25H55N3O3 overall in a non-equilibrium geometry from the OMol25 dataset. Energies are from the ωB97M-V functional and the def2-TZVPD basis.

Last column: Löwdin charge in e.
Element x y z (Å)
O: -1.21 -0.96 0.97  0.043
C: -0.61 -1.89 0.25  -0.930
O: -1.35 -2.46 -0.55  -0.075
O: 0.55 -2.30 0.58  -0.109
H: -2.02 -1.17 0.51  0.072
C: 2.61 3.85 -1.56  -0.106
C: 2.78 4.57 -2.85  -0.248
C: 2.11 3.91 -4.05  -0.105
N: 2.11 4.68 -5.41  -0.225
C: 1.35 5.99 -5.29  0.025
C: 1.51 3.87 -6.52  -0.110
C: 2.20 4.38 -7.72  -0.210
C: 3.61 4.51 -7.34  -0.145
C: 3.58 4.96 -5.83  -0.040
H: 3.29 4.12 -0.75  0.088
H: 2.82 2.78 -1.56  0.089
H: 1.59 3.89 -1.18  0.083
H: 3.86 4.63 -2.96  0.115
H: 2.39 5.58 -2.72  0.110
H: 1.10 3.56 -3.84  0.143
H: 2.64 2.98 -4.25  0.136
H: 1.31 6.30 -6.33  0.103
H: 1.69 6.80 -4.65  0.110
H: 0.34 5.78 -4.93  0.112
H: 0.43 4.00 -6.62  0.149
H: 1.77 2.82 -6.44  0.151
H: 1.83 5.28 -8.20  0.130
H: 2.24 3.60 -8.48  0.138
H: 4.05 5.32 -7.92  0.125
H: 4.22 3.62 -7.52  0.128
H: 3.94 5.98 -5.70  0.135
H: 4.26 4.41 -5.19  0.119
C: -2.56 -8.99 0.09  -0.095
C: -1.09 -9.28 -0.25  -0.215
C: -0.10 -8.82 0.85  -0.087
N: 1.35 -9.20 0.58  -0.264
C: 1.95 -8.59 -0.66  0.033
C: 2.21 -8.90 1.78  -0.101
C: 3.07 -10.15 2.04  -0.156
C: 2.90 -11.15 0.89  -0.133
C: 1.50 -10.76 0.36  -0.074
H: -2.85 -9.57 0.97  0.075
H: -3.33 -9.18 -0.65  0.083
H: -2.77 -7.97 0.42  0.083
H: -0.88 -8.71 -1.16  0.109
H: -1.03 -10.34 -0.52  0.108
H: -0.25 -9.38 1.77  0.134
H: -0.02 -7.74 0.94  0.150
H: 1.80 -7.51 -0.58  0.121
H: 1.42 -8.96 -1.54  0.108
H: 3.02 -8.79 -0.60  0.110
H: 2.95 -8.16 1.47  0.130
H: 1.66 -8.60 2.67  0.140
H: 4.11 -9.90 2.25  0.127
H: 2.58 -10.65 2.88  0.117
H: 3.62 -10.89 0.11  0.108
H: 3.10 -12.13 1.34  0.128
H: 1.32 -11.09 -0.66  0.130
H: 0.76 -11.23 1.02  0.131
C: -3.89 6.82 1.15  -0.071
C: -3.92 6.49 2.71  -0.220
C: -3.46 5.12 3.13  -0.113
N: -3.27 4.93 4.69  -0.226
C: -4.66 4.88 5.35  0.060
C: -2.28 5.99 5.30  -0.080
C: -1.90 5.42 6.66  -0.147
C: -1.78 3.88 6.42  -0.124
C: -2.55 3.62 5.09  -0.079
H: -2.98 6.70 0.56  0.072
H: -4.30 7.83 1.14  0.075
H: -4.65 6.30 0.56  0.071
H: -4.99 6.54 2.92  0.102
H: -3.41 7.33 3.19  0.104
H: -2.55 4.84 2.59  0.129
H: -4.19 4.38 2.80  0.138
H: -4.38 5.08 6.38  0.102
H: -5.07 3.90 5.09  0.110
H: -5.32 5.62 4.89  0.099
H: -2.84 6.91 5.40  0.127
H: -1.47 6.16 4.59  0.142
H: -2.65 5.61 7.43  0.111
H: -0.93 5.78 6.99  0.124
H: -2.16 3.33 7.29  0.116
H: -0.75 3.55 6.38  0.117
H: -3.26 2.81 5.23  0.128
H: -1.84 3.42 4.28  0.132

Output
Calculated total energy: -37412.5806 eV
HOMO energy: -8.660 eV
Energy above the lowest of the compared OMol25 structures with the same formula, charge and spin: 383.59 kJ/mol
Net charge: +2
Max |F|: 6.130 eV/A
LUMO energy: -3.32 eV

Here is C25H55NO2PdSi2 as an isolated structure in a non-equilibrium geometry from the OMol25 dataset. Energies are from the ωB97M-V functional and the def2-TZVPD basis.

Last column: Löwdin charge in e.
Element x y z (Å)
O: -0.58 -1.58 0.11  -0.168
O: -2.06 -0.30 -3.40  -0.220
C: 0.62 -2.26 -0.28  -0.270
C: 1.15 -3.30 0.70  -0.080
H: 1.39 -1.49 -0.43  0.085
H: 0.43 -2.72 -1.26  0.118
H: 1.36 -2.88 1.69  0.050
H: 2.10 -3.68 0.30  0.086
H: 0.47 -4.15 0.79  0.067
C: -1.59 -2.46 0.63  -0.270
C: -2.46 -3.06 -0.45  -0.063
H: -2.18 -1.86 1.34  0.112
H: -1.14 -3.29 1.18  0.089
H: -2.68 -2.33 -1.22  0.058
H: -3.39 -3.42 -0.02  0.077
H: -1.94 -3.92 -0.92  0.080
C: -3.15 0.63 -3.59  -0.272
C: -1.99 -1.32 -4.43  -0.258
C: -4.30 0.37 -2.64  -0.068
H: -3.50 0.57 -4.63  0.116
H: -2.72 1.62 -3.43  0.102
H: -4.78 -0.59 -2.83  0.065
H: -5.06 1.14 -2.80  0.077
H: -3.98 0.41 -1.59  0.076
C: -3.25 -2.18 -4.52  -0.084
H: -1.12 -1.94 -4.18  0.113
H: -1.79 -0.83 -5.39  0.116
H: -3.55 -2.59 -3.55  0.071
H: -3.07 -3.02 -5.20  0.078
H: -4.08 -1.60 -4.93  0.070
H: -0.33 0.21 -2.06  0.025
Pd: 0.79 0.91 2.36  0.810
C: 0.04 1.26 -2.01  -0.167
Si: 0.84 1.86 -3.63  0.476
H: -0.83 1.84 -1.74  0.015
H: 0.75 1.28 -1.16  0.007
C: 1.69 0.39 -4.43  -0.189
C: 2.13 3.22 -3.41  -0.188
C: -0.35 2.46 -4.95  -0.186
C: 2.31 0.14 1.38  -0.359
Si: 3.82 1.04 2.07  0.408
H: 2.06 0.28 0.31  -0.017
H: 2.23 -0.95 1.55  -0.019
C: 4.50 2.35 0.91  -0.194
C: 5.16 -0.16 2.58  -0.189
C: 3.31 2.04 3.59  -0.212
H: 0.21 2.53 -5.90  0.035
H: -0.77 3.45 -4.74  0.031
H: -1.18 1.75 -5.12  0.009
H: 2.55 0.06 -3.83  0.030
H: 2.04 0.68 -5.43  0.029
H: 0.98 -0.44 -4.54  0.017
H: 2.76 3.07 -2.52  0.018
H: 1.68 4.22 -3.34  0.027
H: 2.80 3.23 -4.28  0.032
H: 5.31 -0.93 1.82  0.029
H: 4.93 -0.65 3.53  0.018
H: 6.11 0.38 2.71  0.030
H: 3.35 1.45 4.51  0.012
H: 2.30 2.47 3.48  0.002
H: 4.01 2.88 3.69  0.031
H: 5.36 2.84 1.38  0.030
H: 3.75 3.12 0.70  0.032
H: 4.84 1.93 -0.04  0.026
C: 0.54 0.70 5.22  -0.091
N: 0.54 -0.35 4.19  -0.334
C: 1.56 -1.39 4.42  -0.069
C: -0.80 -0.97 4.06  -0.170
C: -1.72 -0.03 3.39  -0.291
C: -3.10 -0.03 3.64  -0.053
C: -3.91 0.83 2.91  -0.099
C: -3.39 1.57 1.83  -0.090
C: -2.00 1.55 1.57  -0.101
C: -1.21 0.82 2.44  -0.229
H: 1.56 0.82 5.64  0.080
H: -0.16 0.49 6.04  0.095
H: 0.25 1.66 4.75  0.074
H: 1.40 -1.79 5.43  0.095
H: 1.41 -2.21 3.70  0.069
H: 2.59 -1.02 4.32  0.075
H: -0.70 -1.89 3.47  0.121
H: -1.15 -1.27 5.05  0.124
H: -3.47 -0.73 4.38  0.108
H: -4.98 0.89 3.16  0.100
H: -4.06 2.14 1.18  0.095
H: -1.55 2.08 0.73  0.082

Output
Calculated total energy: -51634.9535 eV
⟨S²⟩: 2.01
Spin multiplicity: 3
HOMO energy (alpha / beta): -6.845 / -8.309 eV
Energy above the lowest of the compared OMol25 structures with the same formula, charge and spin: 9.44 kJ/mol
Max |F|: 1.990 eV/A
LUMO energy (alpha / beta): 0.70 / -0.23 eV

Number 3 is which compound?
C25H55N3O3